{"formula": "C35H39N4O4PS3SnTe", "method": "ωB97M-V/def2-TZVPD", "elements": ["Sn", "N", "P", "C", "C", "C", "C", "C", "C", "C", "C", "C", "C", "C", "C", "C", "C", "C", "C", "C", "N", "H", "H", "H", "H", "H", "H", "H", "H", "H", "H", "H", "H", "H", "H", "H", "C", "C", "C", "O", "C", "O", "O", "H", "H", "H", "H", "H", "H", "H", "N", "C", "S", "C", "C", "C", "N", "C", "C", "H", "H", "H", "H", "H", "H", "O", "S", "C", "C", "C", "C", "H", "H", "H", "H", "H", "H", "H", "H", "Te", "C", "C", "C", "C", "S", "H", "H", "H"], "coordinates": [[0.2279, 1.6746, -0.9498], [0.9050, -0.4361, 2.8120], [-0.6625, -0.0170, 2.2266], [-1.5676, -0.2690, 3.8007], [-1.8840, 0.8605, 4.5529], [-2.5085, 0.7383, 5.7865], [-2.8323, -0.5191, 6.2768], [-2.5314, -1.6513, 5.5314], [-1.9049, -1.5264, 4.2995], [-1.1273, -1.5176, 1.2984], [-0.1870, -2.4066, 0.7942], [-0.5966, -3.5062, 0.0452], [-1.9417, -3.7176, -0.2128], [-2.8874, -2.8222, 0.2771], [-2.4798, -1.7280, 1.0207], [2.1039, 0.1824, 2.5027], [3.2859, -0.2151, 3.1465], [4.4599, 0.4136, 2.8029], [4.4509, 1.4220, 1.8396], [3.2358, 1.7457, 1.2739], [2.0863, 1.1396, 1.5886], [0.9657, -1.1572, 3.5180], [-1.6410, 1.8438, 4.1699], [-2.7499, 1.6241, 6.3591], [-3.3261, -0.6174, 7.2348], [-2.7898, -2.6331, 5.9069], [-1.6893, -2.4136, 3.7151], [0.8665, -2.2364, 0.9781], [0.1426, -4.2042, -0.3308], [-2.2634, -4.5690, -0.7992], [-3.9373, -2.9840, 0.0689], [-3.2231, -1.0358, 1.4043], [3.2633, -0.9934, 3.8986], [5.3845, 0.1266, 3.2880], [5.3511, 1.9425, 1.5472], [3.1615, 2.5371, 0.5344], [-1.2320, 4.4945, 2.3048], [-0.7238, 4.3254, 0.8889], [-0.2590, 5.6439, 0.2940], [0.4352, 3.4652, 0.8902], [-1.8242, 3.7472, -0.0318], [-2.9867, 4.0297, 0.1728], [-1.4168, 3.0176, -1.0322], [-0.4467, 4.9196, 2.9312], [-1.5472, 3.5346, 2.7202], [-2.1026, 5.1465, 2.3101], [0.5136, 6.0772, 0.9304], [-1.1003, 6.3338, 0.2266], [0.1566, 5.4931, -0.7022], [0.3488, 2.7784, 1.5691], [-6.3897, -1.3237, -3.2979], [-5.3000, -2.0364, -2.9874], [-5.2885, -3.6819, -2.9035], [-4.0884, -1.2081, -2.6954], [-4.1840, -0.0143, -1.9951], [-3.0284, 0.6974, -1.7055], [-1.8198, 0.2841, -2.0895], [-1.7376, -0.8542, -2.7753], [-2.8305, -1.6390, -3.0887], [-7.2461, -1.8145, -3.4988], [-6.3441, -0.3311, -3.4521], [-5.1329, 0.3577, -1.6299], [-3.0703, 1.6368, -1.1674], [-0.7421, -1.1518, -3.0793], [-2.7159, -2.5708, -3.6246], [1.4584, -0.7439, -1.7652], [2.0715, -1.3990, -2.9868], [1.4658, -3.1143, -2.9869], [2.4864, -3.9718, -2.2488], [3.8446, -3.4253, -2.6838], [3.7503, -1.9142, -2.5113], [1.3530, -3.4182, -4.0290], [0.4833, -3.0648, -2.5168], [2.3669, -5.0297, -2.4834], [2.3617, -3.8512, -1.1698], [4.0251, -3.6733, -3.7328], [4.6720, -3.8367, -2.1055], [4.4700, -1.3395, -3.0865], [3.8021, -1.6174, -1.4605], [1.1855, 3.2961, -3.0847], [3.1019, 2.4888, -3.3575], [3.8768, 1.7637, -2.4905], [5.1698, 1.4578, -3.0154], [5.3482, 1.9375, -4.2760], [3.9486, 2.7562, -4.8226], [3.5442, 1.4852, -1.5002], [5.9356, 0.9211, -2.4713], [6.2219, 1.8619, -4.9029]], "forces_ev_per_angstrom": [[0.012, -0.370, -0.082], [-0.021, -0.089, 0.048], [0.294, 0.276, 0.154], [-0.104, -0.090, -0.035], [-0.006, -0.026, 0.030], [0.002, -0.034, -0.017], [0.011, 0.016, -0.024], [0.016, 0.013, -0.032], [-0.005, -0.032, 0.033], [-0.066, -0.013, -0.013], [-0.010, -0.029, -0.040], [-0.008, 0.014, 0.040], [-0.001, 0.030, -0.011], [0.046, 0.007, -0.034], [-0.045, 0.000, -0.014], [-0.091, -0.124, -0.004], [0.011, -0.025, 0.004], [0.066, 0.021, -0.010], [-0.041, -0.058, 0.018], [-0.047, 0.008, 0.046], [0.008, 0.250, 0.068], [-0.004, 0.040, -0.061], [0.011, 0.013, -0.008], [0.000, 0.006, 0.001], [0.000, 0.005, 0.004], [-0.003, -0.002, 0.002], [0.002, 0.002, 0.008], [0.005, 0.000, -0.012], [-0.016, 0.006, 0.010], [0.000, -0.001, -0.003], [-0.010, 0.014, -0.016], [0.009, 0.003, -0.010], [0.006, -0.004, -0.004], [0.001, 0.002, -0.005], [0.009, -0.005, 0.004], [-0.027, 0.013, 0.013], [-0.098, 0.019, 0.052], [0.154, -0.117, -0.037], [-0.035, 0.096, -0.022], [-0.082, -0.008, -0.112], [0.195, -0.080, -0.093], [-0.235, 0.050, 0.032], [-0.025, 0.202, 0.232], [0.000, 0.008, 0.009], [0.019, -0.025, -0.021], [0.016, 0.015, 0.010], [-0.006, 0.009, 0.004], [0.012, 0.005, -0.004], [0.003, -0.049, -0.009], [0.038, 0.005, 0.035], [-0.112, -0.097, -0.013], [0.152, 0.091, 0.001], [0.009, 0.094, 0.025], [-0.145, -0.211, 0.028], [-0.004, 0.077, 0.084], [-0.059, -0.113, -0.079], [-0.125, 0.249, 0.019], [0.167, -0.061, 0.014], [0.024, 0.013, -0.028], [0.033, 0.036, 0.000], [0.015, 0.013, 0.004], [-0.003, -0.011, -0.017], [0.008, -0.037, -0.009], [-0.014, 0.047, 0.041], [0.003, 0.007, -0.001], [0.334, -0.325, -0.475], [-0.301, 0.453, 0.337], [-0.054, -0.086, 0.018], [-0.001, 0.030, -0.044], [-0.019, 0.012, 0.010], [0.027, -0.038, 0.103], [0.027, -0.026, -0.006], [0.002, -0.057, -0.022], [-0.005, -0.005, 0.002], [0.023, 0.024, -0.005], [0.003, -0.015, 0.002], [-0.003, 0.003, 0.023], [0.052, 0.041, -0.027], [0.044, 0.007, -0.024], [-0.113, 0.110, -0.130], [0.075, -0.245, 0.161], [0.124, 0.115, -0.086], [-0.131, -0.017, 0.076], [-0.004, -0.037, -0.018], [0.003, 0.069, -0.109], [0.017, -0.055, -0.014], [-0.017, -0.011, 0.019], [0.010, -0.011, 0.011]], "energy_ha": -3895.41165, "homo_lumo_gap_ev": 6.533, "multiplicity": 1, "total_charge": 0}

=====

{"formula": "C35H40BNO4S", "method": "ωB97M-V/def2-TZVPD", "elements": ["C", "O", "C", "C", "C", "C", "B", "C", "C", "C", "C", "C", "S", "O", "C", "C", "C", "C", "C", "C", "O", "C", "C", "H", "H", "H", "H", "H", "H", "H", "H", "H", "H", "H", "H", "H", "H", "H", "H", "H", "H", "H", "H", "H", "H", "H", "H", "C", "O", "C", "C", "C", "C", "C", "C", "C", "C", "C", "C", "C", "C", "N", "C", "C", "C", "C", "H", "H", "H", "H", "H", "H", "H", "H", "H", "H", "H", "H", "H", "H", "H", "H"], "coordinates": [[-6.5574, 3.7615, 3.7441], [-5.9100, 2.9914, 2.7044], [-4.5643, 3.1350, 2.4985], [-4.0218, 2.8208, 1.2409], [-2.6498, 2.7218, 1.0989], [-1.8116, 2.6823, 2.2537], [2.5475, -1.3213, 4.4945], [-0.3795, 2.0902, 2.2932], [0.6542, 2.7488, 3.1453], [1.8926, 2.8917, 2.5710], [1.9974, 2.5868, 1.1994], [3.2353, 2.5610, 0.3668], [0.4239, 2.3745, 0.5460], [2.7884, -1.9252, 5.6379], [4.1965, -2.3525, 5.5108], [4.8706, -2.0382, 6.8238], [4.1839, -3.8653, 5.3883], [4.7402, -1.5722, 4.2059], [5.5104, -0.2988, 4.6128], [5.5075, -2.3701, 3.1575], [3.5049, -1.1842, 3.5252], [-2.3456, 3.2616, 3.4095], [-3.7113, 3.4886, 3.5745], [-7.6179, 3.7277, 3.5689], [-6.3369, 3.3426, 4.7436], [-6.2018, 4.8122, 3.7064], [-4.7251, 2.5723, 0.4109], [-2.2389, 2.6288, 0.0729], [0.3705, 2.8619, 4.1977], [2.7690, 3.2102, 3.1481], [3.8048, 3.4778, 0.5109], [3.8954, 1.7216, 0.6005], [2.9399, 2.4466, -0.6800], [5.7425, -2.6660, 6.8648], [5.1568, -0.9558, 6.8648], [4.1459, -2.3028, 7.6063], [5.2309, -4.1495, 5.3386], [3.7137, -4.2216, 6.2975], [3.6074, -4.1778, 4.4970], [6.3872, -0.5558, 5.2443], [5.9405, 0.2188, 3.7241], [4.9074, 0.4402, 5.1732], [6.5945, -2.4971, 3.4182], [5.0468, -3.3714, 3.0031], [5.4362, -1.8290, 2.1780], [-1.6939, 3.5205, 4.2487], [-4.1626, 3.7635, 4.5424], [-6.5063, 0.0927, 3.2554], [-5.5230, 0.0497, 2.2254], [-4.2525, -0.3599, 2.4651], [-3.6659, -0.1797, 3.7257], [-2.3058, 0.0978, 3.7217], [-1.5605, -0.0090, 2.5260], [-0.1482, 0.5925, 2.5454], [0.6978, -0.4341, 3.5990], [1.0320, -1.7712, 2.9895], [1.2673, -2.0876, 1.6422], [0.9657, -3.3623, 1.1415], [0.3769, -4.3249, 1.9856], [0.0965, -4.0589, 3.3236], [0.5017, -2.8125, 3.8196], [-0.0115, -2.1836, 4.9770], [-0.8707, -2.9086, 5.9183], [0.1386, -0.8299, 4.8795], [-2.1100, -0.6118, 1.3877], [-3.4991, -0.8116, 1.3549], [-7.2917, 0.7202, 2.8408], [-6.8663, -0.9552, 3.4165], [-6.1109, 0.5097, 4.2074], [-4.2251, -0.0436, 4.6476], [-1.8211, 0.4471, 4.6366], [0.3430, 0.1528, 1.6397], [1.7050, -1.3322, 1.0081], [1.1621, -3.5830, 0.0746], [0.0813, -5.2884, 1.5363], [-0.5113, -4.7752, 3.9093], [-0.3922, -3.8336, 6.2408], [-1.0436, -2.2356, 6.7573], [-1.8388, -3.1640, 5.4874], [-0.1702, -0.2112, 5.7337], [-1.4880, -0.8920, 0.5605], [-4.0116, -1.1308, 0.4493]], "forces_ev_per_angstrom": [[1.555, 0.031, -0.215], [-0.967, 0.581, -0.091], [0.701, 0.068, 1.268], [-1.093, 0.165, 0.142], [0.791, -0.835, 0.173], [0.106, 0.454, -0.119], [-0.605, 1.678, -3.269], [2.417, 1.706, -1.459], [-0.915, 1.349, 1.390], [0.594, -0.359, -1.050], [0.900, 0.117, 2.162], [-0.507, -0.106, -0.004], [-1.809, -0.131, 0.062], [0.038, 0.247, 0.295], [0.372, -0.362, -0.401], [-0.363, 1.455, -0.295], [-0.462, 0.714, -0.785], [0.175, 0.495, 0.380], [0.708, 0.291, -0.342], [0.530, -0.541, -0.316], [-0.186, 0.160, 1.712], [0.083, -0.197, 0.431], [-0.802, -0.489, -0.962], [-0.334, -0.127, -0.212], [-0.085, 0.142, -0.356], [-0.231, -0.512, 0.076], [0.744, 0.501, 0.672], [-0.114, -0.422, 0.904], [0.573, 0.134, -0.233], [-0.225, -0.149, -0.156], [0.218, 0.168, -0.289], [0.150, -0.147, -0.023], [0.314, 0.219, -0.075], [0.534, -0.052, 0.435], [-0.335, -1.119, 0.441], [0.491, 0.150, -0.029], [-0.072, -0.562, -0.141], [-0.003, -0.439, 0.032], [0.382, -0.108, 0.461], [-0.508, 0.016, -0.369], [-0.568, -0.404, 0.449], [0.079, -0.469, -0.326], [-1.047, 0.090, -0.175], [0.389, 0.662, 0.080], [0.132, -0.341, 0.963], [-0.047, -0.390, -0.283], [0.563, 0.044, -0.615], [0.448, -0.835, 0.134], [-0.413, -0.684, -0.328], [-0.190, -0.154, -0.101], [0.651, 0.577, -0.257], [-0.136, -0.555, -0.838], [0.945, -1.007, 1.444], [-0.527, -3.928, -1.683], [-0.680, -0.805, 1.542], [-2.088, -0.442, 0.379], [0.465, -0.933, -0.542], [0.545, 1.035, 0.314], [-0.261, -0.500, 0.010], [0.261, -0.606, -0.448], [-1.514, 1.775, 0.157], [-0.055, -0.411, -0.821], [0.440, 0.604, 0.237], [0.619, -0.679, -0.468], [-0.859, 0.056, 1.132], [0.146, 0.898, 0.627], [-0.034, -0.064, 0.282], [0.085, 0.831, 0.111], [-0.362, -0.118, -0.655], [-0.069, 0.055, -0.354], [-0.298, 0.018, -0.392], [-0.416, 1.018, 0.652], [-0.098, 0.106, -0.240], [-0.202, 0.125, 0.846], [0.117, 0.572, 0.424], [0.661, 0.562, -0.264], [0.106, 0.189, 0.117], [0.011, -0.263, 0.151], [0.059, 0.175, -0.310], [0.132, -0.241, -0.683], [0.197, 0.105, -0.337], [0.052, 0.151, 0.220]], "energy_ha": -2136.17578, "homo_lumo_gap_ev": 3.171, "multiplicity": 1, "total_charge": 0}

=====

Calculated ΔE to the lowest compared entry with this formula, charge and spin in order - 0.00, 211.77 kcal per mole